{"formula": "C7H11N2O", "method": "ωB97M-V/def2-TZVPD", "symbols": ["C", "C", "C", "C", "C", "C", "C", "N", "N", "O", "H", "H", "H", "H", "H", "H", "H", "H", "H", "H", "H"], "positions_angstrom": [[-0.6167, 1.4282, -0.1940], [0.7856, 1.3143, -0.1458], [1.5030, 0.0385, 0.1433], [-1.4661, 0.3390, 0.1058], [0.7715, -1.0776, 0.1765], [-2.9221, 0.5440, 0.1379], [1.1101, -2.5705, 0.1432], [-0.9169, -0.8324, 0.3499], [1.4557, 2.4860, -0.3222], [2.8294, -0.0381, -0.0775], [-1.0571, 2.3833, -0.7053], [-3.3287, -0.1159, -0.7954], [-3.4461, 0.1084, 0.9235], [-3.1859, 1.5702, -0.1038], [1.5955, -2.8596, -0.7446], [1.6567, -2.9526, 0.9655], [0.1187, -3.0380, 0.4845], [-1.4726, -1.6400, 0.4767], [0.8950, 3.2993, -0.7659], [2.4137, 2.5003, -0.3299], [3.2773, -0.8867, 0.2775]], "lowdin_charge": [0.013, -0.174, -0.237, -0.328, -0.013, -0.001, -0.001, 0.177, 0.176, 0.077, 0.163, 0.164, 0.067, 0.089, 0.080, 0.074, 0.113, 0.123, 0.177, 0.078, 0.183], "lumo_energy_ev": -3.8, "fmax_ha_per_bohr": 0.105, "e_above_lowest_kcal_mol": 31.0, "smiles": "Cc1cc(=[NH2+])c(O)c(C)[nH]1", "charge": 1, "e_tot_ha": -457.78965, "orbital_gap_ev": 9.13}

{"formula": "H3PS2", "method": "ωB97M-V/def2-TZVPD", "symbols": ["P", "S", "S", "H", "H", "H"], "positions_angstrom": [[0.9206, -1.3286, 0.0059], [-1.8724, 0.4236, -0.3261], [-1.1339, -1.2280, 0.2792], [1.2166, -0.2380, -0.9573], [0.6722, 0.8069, 0.3361], [0.1970, 1.5641, 0.6623]], "lowdin_charge": [0.364, -0.008, -0.138, -0.150, -0.120, 0.052], "lumo_energy_ev": [-1.8, -1.9], "fmax_ha_per_bohr": 0.077, "e_above_lowest_kcal_mol": 73.3, "charge": 0, "e_tot_ha": -1139.40906, "orbital_gap_ev": [7.14, 6.95]}

{"formula": "C2H4N2O2", "method": "ωB97M-V/def2-TZVPD", "symbols": ["N", "C", "O", "N", "C", "O", "H", "H", "H", "H"], "positions_angstrom": [[1.8282, -0.0229, -0.1049], [0.5918, -0.2827, 0.4213], [0.4068, -0.8639, 1.4707], [-0.4669, 0.1577, -0.3828], [-1.8028, 0.0029, -0.0740], [-2.6559, 0.3825, -0.8433], [2.6188, -0.1996, 0.4977], [1.9535, 0.6466, -0.8482], [-0.3445, 0.6142, -1.2776], [-1.9912, -0.4764, 0.8994]], "lowdin_charge": [0.161, -0.588, 0.063, 0.118, -0.301, 0.041, 0.112, 0.100, 0.150, 0.143], "lumo_energy_ev": 0.6, "fmax_ha_per_bohr": 0.009, "e_above_lowest_kcal_mol": 4.7, "smiles": "NC(=O)NC=O", "charge": 0, "e_tot_ha": -338.64570, "orbital_gap_ev": 10.90}

{"formula": "C4H7NO", "method": "ωB97M-V/def2-TZVPD", "symbols": ["C", "C", "O", "C", "N", "C", "H", "H", "H", "H", "H", "H", "H"], "positions_angstrom": [[-0.0189, 1.0558, 0.4314], [0.8584, 0.0313, 1.0895], [1.3390, -0.9054, 0.2867], [0.6344, -1.3073, -0.7448], [-0.7323, -1.0229, -0.7253], [-1.0363, 0.4040, -0.5232], [-0.4926, 1.7003, 1.1785], [0.6451, 1.7065, -0.1715], [1.5867, 0.3230, 1.8382], [-1.1052, -1.4954, 0.1152], [1.0379, -2.1785, -1.2418], [-2.0578, 0.4645, -0.1317], [-1.0244, 0.9038, -1.4979]], "lowdin_charge": [-0.171, -0.140, -0.017, -0.205, -0.044, -0.209, 0.107, 0.117, 0.103, 0.124, 0.114, 0.112, 0.109], "lumo_energy_ev": [0.9, 0.9], "fmax_ha_per_bohr": 0.017, "e_above_lowest_kcal_mol": 93.3, "charge": 0, "e_tot_ha": -286.48302, "orbital_gap_ev": [8.20, 8.35]}

{"formula": "C17H31N3P2Pd", "method": "ωB97M-V/def2-TZVPD", "symbols": ["P", "P", "C", "C", "H", "H", "H", "H", "C", "H", "H", "H", "C", "H", "H", "H", "C", "H", "H", "H", "C", "H", "H", "H", "Pd", "C", "C", "C", "C", "C", "C", "C", "C", "C", "H", "H", "H", "H", "H", "H", "H", "H", "H", "H", "H", "H", "H", "H", "H", "N", "C", "N", "C", "N"], "positions_angstrom": [[-0.4712, 2.5181, 0.5800], [1.5984, 0.9919, -1.9620], [0.7794, 3.3441, -0.5097], [1.0586, 2.7936, -1.9133], [1.6982, 3.5208, 0.0712], [0.3343, 4.3592, -0.6315], [0.2283, 2.9000, -2.6421], [1.9243, 3.2811, -2.3738], [3.3717, 0.9743, -1.3575], [3.6529, -0.0872, -1.3033], [3.4515, 1.4551, -0.3783], [4.0340, 1.4720, -2.0712], [1.6990, 0.4149, -3.6852], [2.5445, 0.8978, -4.1993], [0.7724, 0.6550, -4.2178], [1.8734, -0.6749, -3.6868], [-0.6160, 3.7219, 1.9656], [-1.3692, 3.3902, 2.6965], [-0.9544, 4.6800, 1.5038], [0.3574, 3.8762, 2.4366], [-2.0764, 2.8303, -0.2799], [-2.0658, 2.4778, -1.3233], [-2.2642, 3.9192, -0.2894], [-2.8785, 2.3506, 0.3063], [-1.3697, -1.9582, 1.5046], [0.4549, -2.0847, -1.0413], [0.8482, -1.8954, 0.3073], [1.3810, -0.5970, 0.9200], [0.6039, 0.2164, 1.9457], [-0.8095, 0.7260, 1.4633], [-1.5393, -0.0034, 0.4083], [-0.9360, -0.0459, -0.9836], [-0.7949, -1.4827, -1.5817], [-2.6897, -2.6515, 2.6780], [0.6152, -3.0826, -1.4285], [1.3355, -2.7739, 0.8144], [1.6015, 0.0345, 0.0745], [2.3597, -0.8068, 1.3206], [0.4836, -0.3581, 2.9040], [1.2531, 1.1161, 2.2539], [-1.4510, 1.0528, 2.2729], [-2.6417, 0.1078, 0.3756], [0.0553, 0.4262, -0.9476], [-1.5089, 0.6095, -1.6527], [-1.7080, -2.0069, -1.2225], [-0.8028, -1.4528, -2.6860], [-3.2229, -3.2757, 1.9391], [-3.3737, -1.8415, 3.0776], [-2.2375, -3.1987, 3.4985], [-0.6745, -3.9091, 1.2480], [-0.4245, -5.0512, 1.1772], [-0.0673, -6.2460, 1.0187], [-0.5544, -7.2890, 1.5986], [-0.8681, -8.3402, 2.0078]], "lowdin_charge": [0.991, 0.879, -0.335, -0.368, 0.092, 0.096, 0.088, 0.075, -0.251, 0.051, 0.035, 0.032, -0.262, 0.038, 0.043, 0.051, -0.205, 0.061, 0.059, 0.052, -0.189, 0.049, 0.058, 0.066, 0.777, -0.128, -0.164, -0.246, -0.211, -0.346, -0.318, -0.319, -0.203, -0.323, 0.092, 0.097, -0.006, 0.110, 0.114, 0.117, 0.101, 0.098, -0.067, 0.090, 0.112, 0.103, -0.016, -0.003, -0.025, 0.017, -0.341, 0.057, -0.440, 0.063], "lumo_energy_ev": [-0.5, -1.3], "fmax_ha_per_bohr": 0.075, "e_above_lowest_kcal_mol": 0.0, "multiplicity": 3, "charge": 0, "e_tot_ha": -1640.87701, "orbital_gap_ev": [5.26, 5.88]}

{"formula": "C5H8N2", "method": "ωB97M-V/def2-TZVPD", "symbols": ["C", "C", "C", "C", "N", "N", "C", "H", "H", "H", "H", "H", "H", "H", "H"], "positions_angstrom": [[-2.6665, 0.6595, 0.1305], [-1.6110, -0.0905, -0.5677], [1.4013, 0.3587, -0.4145], [0.3912, 1.3332, -0.8098], [-0.1906, 2.2539, -1.2175], [1.2277, -0.4438, 0.5430], [2.2941, -1.3742, 0.8304], [-2.2754, 1.5201, 0.6835], [-3.5953, 0.9166, -0.3945], [-2.9096, -0.0968, 0.9059], [-2.0590, -0.5577, -1.4709], [2.3176, 0.4083, -1.0171], [3.1099, -1.3680, 0.0916], [1.8668, -2.3808, 0.8874], [2.6988, -1.1385, 1.8197]], "lowdin_charge": [-0.227, 0.058, -0.202, -0.254, 0.157, -0.006, -0.127, 0.065, 0.064, 0.099, 0.016, 0.120, 0.074, 0.081, 0.082], "lumo_energy_ev": [0.1, 0.1], "fmax_ha_per_bohr": 0.021, "e_above_lowest_kcal_mol": 130.7, "charge": 0, "e_tot_ha": -304.62726, "orbital_gap_ev": [8.39, 8.39]}